DFT (the ωB97M-V functional and the def2-TZVPD basis) results for a structure of composition C41H44N6P2PdSTe.

## Properties
Energy above the lowest of the compared OMol25 structures with the same formula, charge and spin in eV: 0.899
2S+1: 1
Molar mass in g/mol: 948.9
Total charge: +2

Each line ends with the Löwdin charge.
Atoms and positions in Å:
C1 0.68410 -1.68974 3.93286  -0.08
H1 0.96851 4.58098 2.32835  0.11
H2 -4.77554 -4.28252 -0.32884  0.13
H3 0.07623 -2.38367 -3.91756  0.01
H4 1.58618 -3.21855 1.66850  0.09
C2 -5.90556 2.75537 -0.19581  -0.11
H5 0.76800 2.91260 -0.80704  0.11
H6 3.66676 -4.72891 -4.10908  0.12
H7 0.61009 -2.64499 5.84558  0.12
Pd1 -0.14002 -0.16498 -0.54605  0.15
N1 2.02552 -1.26131 0.96651  -0.45
H8 -1.92445 -0.08856 2.44924  0.08
C3 2.72666 1.17260 2.80473  -0.08
H9 -0.07949 2.51330 1.44838  0.04
C4 -2.94426 -1.51501 0.22371  -0.12
C5 2.84081 -1.85092 -1.66965  -0.38
C6 -5.98539 -0.80049 0.89957  -0.02
P1 0.74878 -0.28396 1.50998  0.86
C7 2.31087 -4.00498 -2.61097  -0.06
C8 -1.29532 5.17459 -2.09176  -0.10
C9 1.51551 1.24170 2.11971  -0.34
C10 2.68180 3.55793 3.11480  -0.05
C11 4.25288 -2.80467 -3.37371  -0.05
H10 -3.04052 -0.84385 4.50972  0.11
N2 -5.18120 0.30927 -1.11887  0.14
H11 -1.42226 5.13532 -3.17315  0.13
H12 6.85110 -0.00194 1.40395  0.12
C12 -5.75978 0.40994 0.08054  -0.27
H13 -0.74499 -3.31668 -1.36711  0.08
H14 1.73357 -1.89467 3.81006  0.09
C13 4.01967 1.73798 -0.56031  -0.09
H15 -3.01471 -0.52360 0.65976  0.06
H16 3.13793 4.45900 3.50178  0.12
C14 -1.25455 3.10613 -1.05861  -0.82
H17 -6.17107 3.74717 0.14926  0.12
C15 2.00615 -2.96571 -1.75039  -0.15
C16 0.32953 -1.39195 -4.28872  -0.40
C17 5.16290 2.44973 -0.21831  -0.06
N3 -1.77548 -1.85853 -0.32981  -0.01
H18 3.21955 2.22883 -1.10357  0.09
C18 -2.73540 -3.96079 -0.91971  -0.02
H19 3.12404 -2.57217 2.24344  0.07
C19 6.17537 1.82415 0.49350  -0.05
C20 -2.00218 -1.09656 4.34288  -0.06
H20 1.40177 -1.22621 -4.20597  0.00
N4 -2.05137 4.09216 -1.45273  0.05
C21 0.14954 4.84395 -1.67438  -0.10
H21 -1.62233 6.14665 -1.73535  0.13
C22 6.05428 0.48486 0.85783  -0.05
H22 0.01717 -1.28257 -5.32393  0.02
C23 -6.18489 1.64027 0.56391  0.01
P2 2.37260 -0.49731 -0.56807  0.99
C24 -5.00301 1.43727 -1.79256  -0.23
C25 3.30973 2.32955 3.29626  -0.05
H23 -4.55012 1.35118 -2.77515  0.11
H24 5.12429 -2.74208 -4.01129  0.12
H25 0.48079 5.45309 -0.83380  0.12
H26 1.12818 -3.01410 -1.11700  0.07
C26 -3.93755 -3.59584 -0.33284  0.02
H27 0.85182 4.95889 -2.49407  0.12
C27 3.96956 -1.77084 -2.48378  -0.07
C28 -2.59376 -0.82592 -3.32722  -0.38
H28 -3.21582 -0.50638 -2.49140  -0.03
N5 0.02572 3.43490 -1.27357  0.04
C29 4.91742 -0.23088 0.51430  -0.09
H29 7.06622 2.37455 0.76353  0.12
H30 -6.82797 -0.71794 1.57750  0.12
N6 -5.29645 2.67350 -1.38178  0.08
C30 3.89408 0.40103 -0.19291  -0.38
H31 4.25492 2.27468 3.81928  0.12
C31 0.05027 -2.10541 5.09437  -0.05
C32 0.88013 2.47046 1.94992  -0.11
H32 -5.72875 -2.72184 1.56271  0.12
C33 -4.06532 -2.33742 0.23814  -0.18
Te1 -0.68132 0.08872 -3.14230  1.27
C34 -1.68751 -3.06521 -0.90233  -0.15
C35 2.44610 -2.60837 1.39768  -0.12
H33 -1.78687 -2.13701 6.20448  0.12
C36 1.46569 3.62719 2.44763  -0.06
C37 -1.29636 -1.81560 5.29586  -0.05
H34 4.83456 -1.27449 0.79046  0.11
H35 -6.69071 1.72325 1.51590  0.12
H36 -3.03862 -0.52223 -4.27135  0.02
H37 1.67920 -4.88331 -2.65117  0.12
C38 -5.32128 -1.94815 0.91855  -0.03
H38 -3.06805 3.95726 -1.53647  0.14
H39 -2.60974 -4.92820 -1.38527  0.12
S1 -1.83039 1.65226 -0.39680  0.63
C39 -0.03647 -1.00161 2.95368  -0.32
H40 2.96788 -3.10235 0.58072  0.07
C40 -1.37519 -0.68780 3.17609  -0.09
H41 4.62843 -0.91560 -2.42336  0.11
H42 3.23074 0.21795 2.92966  0.11
H43 5.26096 3.48804 -0.50386  0.11
H44 -2.46405 -1.90376 -3.30508  0.01
C41 3.43150 -3.92014 -3.43046  -0.05

Cartesian forces (eV/Å) of the 2 atoms listed first:
-0.186 -0.023 0.048
-0.013 0.006 -0.002



DFT (the ωB97M-V functional and the def2-TZVPD basis) results for a structure of composition C5H11N3S2.

## Properties
Energy above the lowest of the compared OMol25 structures with the same formula, charge and spin in eV: 1.859
2S+1: 1
Molar mass in g/mol: 177.3
Total charge: +2

Each line ends with the Löwdin charge.
Atoms and positions in Å:
H1 -3.51027 1.65729 0.90107  0.14
H2 -3.26950 1.41885 -0.69866  0.14
C1 -3.64033 0.88243 0.17927  -0.35
C2 2.25627 0.14471 0.12510  -0.05
N1 -4.90746 0.27461 0.06520  0.04
S1 0.33080 -1.86040 -0.33593  0.68
H3 -0.64957 0.24646 -1.58768  0.13
H4 4.75271 0.34918 -0.04634  0.19
H5 5.24878 -1.17732 0.46778  0.19
H6 -5.41020 -0.26503 0.83927  0.16
N2 -0.03794 0.64590 -0.82943  0.06
H7 -5.19592 -0.02345 -0.87869  0.12
H8 2.43782 1.19151 0.15294  0.13
H9 4.51202 0.03136 1.53440  0.23
N3 4.50036 -0.46695 0.56729  0.19
C3 0.88916 -0.25593 -0.30151  -0.70
H10 3.06754 -1.89249 -0.21246  0.12
S2 -2.16463 -1.55377 0.63404  0.95
H11 0.25563 1.62822 -0.86947  0.13
C4 3.15007 -0.84569 0.08267  -0.07
C5 -2.61534 -0.12946 0.21114  -0.44

Cartesian forces (eV/Å) of the 2 atoms listed first:
0.094 0.250 1.195
-1.183 0.498 -0.679



DFT (the ωB97M-V functional and the def2-TZVPD basis) results for a structure of composition C27H35CaClN4O4P2.

## Properties
Energy above the lowest of the compared OMol25 structures with the same formula, charge and spin in eV: 2.422
2S+1: 1
Molar mass in g/mol: 617.1

Each line ends with the Löwdin charge.
Atoms and positions in Å:
N1 -3.60077 1.59133 -0.78614  -0.20
C1 -2.41752 -0.43626 -2.96659  -0.12
H1 0.93922 2.03198 0.23563  0.09
C2 2.35918 2.63380 3.16220  -0.12
N2 -2.45971 -0.78343 -1.61463  -0.19
H2 -5.49327 0.65677 -0.29157  0.12
C3 3.83362 -0.69124 -1.28287  -0.33
H3 -2.37435 0.60144 -3.26150  0.11
H4 1.49661 3.80727 6.15758  0.10
H5 4.30732 -3.71428 -2.69562  0.10
P1 -2.48765 0.41377 -0.33734  1.03
C4 0.90792 -1.19910 3.00039  -0.06
C5 1.18051 -2.28254 -2.68199  -0.35
N3 0.99878 -0.05771 2.19337  -0.12
C6 -2.55599 -1.59194 -3.71551  -0.06
C7 -3.25770 -0.53930 0.91938  -0.15
H6 -2.18187 3.08284 -1.40007  0.10
P2 -0.04555 1.41910 2.24729  0.73
O1 -1.32049 1.14861 2.92489  -0.29
C8 2.74330 3.25907 4.34440  -0.07
C9 2.30145 -0.03401 -3.22893  -0.21
Ca1 1.91667 -1.95100 -0.43875  1.25
H7 -4.42510 4.57244 -1.92207  0.10
H8 -0.48683 2.55810 4.78436  0.11
H9 0.32563 -0.36223 -2.41908  0.03
C10 2.02982 -1.98445 2.80415  -0.07
C11 -5.00532 1.54302 -0.68275  -0.08
C12 2.22058 -0.11495 1.52822  -0.26
C13 -0.11464 1.93728 0.53890  -0.25
Cl1 -2.43270 -0.94889 4.44618  0.73
C14 -0.79103 1.01906 -0.50324  -0.27
H10 3.27553 1.31087 -1.78880  0.09
H11 4.24674 -0.27138 -0.35904  0.07
N4 0.98798 2.34614 3.22899  -0.16
O2 -2.44944 -2.19609 3.61829  -0.54
H12 3.73851 3.58855 4.61289  0.10
H13 0.08698 -1.28703 3.70723  0.07
C15 -5.50298 2.75640 -1.12993  -0.05
H14 2.27428 -2.90532 3.32925  0.11
H15 -0.16891 0.10842 -0.54978  0.05
C16 2.26932 -3.17370 -3.17413  -0.23
H16 4.26124 -2.68396 -0.64780  0.08
C17 3.48806 0.35492 -2.30800  -0.23
H17 -0.67820 1.49341 -1.49879  0.11
C18 0.52585 2.76600 4.49394  -0.09
H18 -2.77054 -3.73033 -3.06667  0.11
H19 -3.68267 0.12098 1.68034  0.08
C19 2.90090 -1.26773 1.93346  -0.17
H20 2.69315 -0.48694 -4.15482  0.11
O3 -3.67340 -0.79732 5.20796  -0.50
C20 1.24796 -0.91912 -2.59591  -0.31
C21 -3.23109 2.84569 -1.29164  -0.11
H21 2.22215 -3.24934 -4.27410  0.10
H22 2.07550 -4.18406 -2.77476  0.10
C22 -4.38436 3.57475 -1.51172  -0.06
C23 -2.50369 -2.17767 -1.52551  -0.12
H23 -6.54326 3.04493 -1.19603  0.11
H24 -0.55494 2.94564 0.49613  0.10
H25 1.82904 0.92258 -3.51545  0.10
C24 3.95718 -2.03210 -1.49301  -0.36
O4 -1.24194 -0.95312 5.34928  -0.52
H26 4.36977 0.59324 -2.93332  0.10
C25 1.56924 3.35758 5.17937  -0.07
H27 2.60279 0.80417 1.10764  0.09
H28 -2.49589 -2.68035 -0.56824  0.11
H29 0.20009 -2.76749 -2.57853  0.07
H30 2.94254 2.36015 2.29724  0.09
H31 -2.61034 -1.64743 -4.78970  0.10
H32 -2.57151 -1.21067 1.43766  0.05
H33 -4.07417 -1.10480 0.44657  0.09
C26 -2.62614 -2.69221 -2.80653  -0.07
C27 3.74355 -2.76936 -2.77976  -0.22
H34 3.95454 -1.44644 1.75850  0.11
H35 4.19046 -2.24505 -3.63101  0.10

Cartesian forces (eV/Å) of the 2 atoms listed first:
0.396 0.268 0.179
-0.504 -0.949 -0.338



DFT (the ωB97M-V functional and the def2-TZVPD basis) results for an isolated molecule of C2H2N2O3.

## Properties
Energy above the lowest of the compared OMol25 structures with the same formula, charge and spin in eV: 4.184
2S+1: 1
Molar mass in g/mol: 102.0

Each line ends with the Löwdin charge.
Atoms and positions in Å:
H1 -1.05536 -1.70340 0.64426  0.15
N1 2.84989 0.02456 -0.28242  -0.13
O1 0.86869 -1.91777 -0.04553  0.12
O2 -0.30371 0.02996 0.17889  0.03
H2 0.31117 1.94622 -0.28614  0.13
O3 3.79886 -0.39686 0.30748  0.02
C1 -0.10638 -1.30207 0.24928  -0.32
C2 0.68229 0.95077 -0.10562  -0.11
N2 1.92117 0.73238 0.03828  0.10

Cartesian forces (eV/Å) of the 2 atoms listed first:
0.298 -0.219 -0.100
2.215 -2.633 -3.065